[1]
16 unconnected molecules or ions with the total composition C25H77NO18S in a non-equilibrium geometry, computed with ωB97M-V/def2-TZVPD.

Geometry as XYZ:
```
122
Properties=species:S:1:pos:R:3:forces:R:3:lowdin_charge:R:1
O -3.1017 2.6635 -1.5677 7.46 -4.54 -0.06 -0.08
C -1.9512 1.9452 -1.4854 -4.89 2.71 -1.24 -0.12
O -1.1464 1.5536 -2.6556 -1.95 0.94 4.26 -0.10
C 0.1149 0.9032 -2.2683 1.52 -0.56 -0.25 -0.17
C 0.0417 -0.7646 -2.3121 1.03 0.81 0.53 -0.11
C -0.1086 -1.2861 -0.7656 0.12 -0.17 0.81 -0.24
C 1.2078 -2.1763 -0.2628 -0.51 1.29 0.92 -0.05
C 0.5343 -3.6313 0.1720 2.38 -2.31 1.54 -0.21
O 1.0293 -4.5718 0.9874 -3.50 5.87 -5.46 -0.02
N -0.7765 -3.6415 -0.6422 0.26 -0.49 0.78 0.01
C -1.4005 -2.2729 -0.3763 2.77 1.13 -0.34 -0.28
C -2.7519 -1.8276 -1.1888 -0.57 -1.44 -0.21 -0.13
C -4.1609 -2.0616 -0.3864 -1.25 0.44 0.24 -0.25
C -4.0881 -1.8370 1.2355 0.42 -2.33 -1.01 -0.53
S -3.2936 -0.2016 1.7561 -0.25 -0.16 -0.05 0.65
H -1.6660 1.5992 -0.3802 0.04 0.52 -2.66 0.15
H 0.4311 1.3071 -1.2008 -0.56 -1.06 -2.16 0.13
H 0.9386 1.2935 -3.0345 -1.98 -0.86 1.57 0.14
H -0.7703 -1.1710 -3.0501 1.43 1.04 1.51 0.11
H 1.1000 -1.0940 -2.7554 -2.52 0.67 1.10 0.10
H -0.2095 -0.3903 0.0133 0.42 -1.51 -1.94 0.11
H 2.0957 -2.2225 -1.0421 -2.10 -0.35 1.43 0.12
H 1.6403 -1.5216 0.6060 -0.57 -1.82 -1.24 0.13
H -0.5394 -3.7255 -1.6702 -0.09 0.07 1.44 0.12
H -1.3622 -2.2226 0.7922 -1.02 0.08 -2.14 0.13
H -2.7476 -0.7265 -1.5849 0.46 -2.04 1.03 0.11
H -2.8007 -2.5202 -2.1601 0.16 1.49 2.01 0.13
H -4.9514 -1.2657 -0.7952 1.77 -1.61 0.75 0.12
H -4.6567 -3.1287 -0.5763 1.48 2.33 0.42 0.10
H -5.1868 -1.9344 1.6831 2.48 0.81 -0.84 0.10
H -3.5004 -2.7789 1.6738 -1.11 2.24 -0.76 0.09
H -2.0250 -0.0378 1.1749 -1.34 -1.02 0.24 -0.16
C 3.8474 1.2826 -2.1727 0.20 0.45 -0.08 -0.13
O 3.3576 -0.0457 -2.1810 0.03 -1.08 -0.22 -0.16
H 3.1849 1.9017 -1.5634 0.15 -0.20 -0.05 0.07
H 4.8529 1.2985 -1.7451 -0.06 0.26 -0.02 0.09
H 3.8680 1.6708 -3.1940 0.12 0.15 0.12 0.07
H 3.9652 -0.5710 -2.7291 -0.50 0.35 -0.07 0.09
C -4.2973 4.6928 1.5176 0.02 -0.02 -0.20 -0.15
O -4.3624 3.3079 1.2314 -0.06 -0.27 -0.07 -0.16
H -4.5199 4.8478 2.5759 0.01 -0.08 -0.13 0.08
H -3.2926 5.0639 1.3006 -0.05 0.25 0.07 0.08
H -5.0332 5.2263 0.9109 0.07 0.25 0.12 0.08
H -4.1607 3.2015 0.2862 0.05 -0.24 0.22 0.05
C 3.3742 4.1289 1.0619 -0.01 0.05 0.17 -0.16
O 3.6356 3.9843 -0.3219 0.09 0.42 -0.82 -0.15
H 3.4301 3.1475 1.5385 -0.04 0.25 -0.20 0.07
H 4.1207 4.7911 1.5075 -0.11 -0.05 0.25 0.08
H 2.3730 4.5436 1.2032 0.04 -0.07 0.29 0.08
H 3.5790 4.8706 -0.7177 0.04 -0.55 0.18 0.08
C 1.3399 -0.3128 -6.1718 -0.14 -0.18 -0.10 -0.14
O 0.7701 -1.1711 -5.2008 -0.16 -0.33 -0.13 -0.15
H 1.7405 0.5724 -5.6723 -0.07 -0.15 0.01 0.07
H 2.1489 -0.8335 -6.6901 0.09 0.22 -0.15 0.08
H 0.5713 -0.0085 -6.8866 0.17 0.16 -0.14 0.08
H 0.4232 -1.9469 -5.6734 0.17 0.30 0.38 0.05
C 6.1355 -2.3030 -0.7470 -0.18 0.08 -0.03 -0.16
O 5.2894 -1.2276 -0.3841 -0.16 0.10 -0.18 -0.14
H 6.8687 -2.4619 0.0471 -0.15 0.06 -0.11 0.08
H 5.5392 -3.2096 -0.8762 0.23 -0.20 -0.03 0.07
H 6.6558 -2.0608 -1.6770 0.20 -0.23 -0.04 0.07
H 4.6500 -1.1103 -1.1072 0.07 0.20 0.72 0.02
C 4.5805 4.3455 -4.1336 0.17 0.12 0.13 -0.16
O 5.6250 3.3941 -4.0440 0.49 -0.02 0.20 -0.14
H 3.8016 3.9570 -4.7939 0.17 -0.01 0.09 0.08
H 4.1593 4.5203 -3.1405 -0.21 0.13 -0.07 0.06
H 4.9712 5.2795 -4.5449 -0.25 0.11 -0.02 0.08
H 6.3007 3.7664 -3.4522 -0.35 -0.32 -0.34 0.09
C 2.9461 2.3016 4.6458 0.00 -0.03 0.26 -0.16
O 2.3936 3.2368 3.7379 -0.53 0.36 -0.10 -0.14
H 3.9443 2.0203 4.3026 -0.16 0.09 -0.10 0.08
H 3.0183 2.7543 5.6378 0.07 -0.28 0.00 0.06
H 2.3125 1.4121 4.6848 0.16 -0.11 0.18 0.08
H 1.5087 3.4676 4.0683 0.51 -0.09 -0.18 0.07
C -2.9110 2.5428 5.2231 -0.26 -0.06 -0.18 -0.15
O -1.8660 2.4735 4.2706 0.31 0.14 -0.48 -0.15
H -2.4834 2.4691 6.2257 0.03 -0.01 -0.15 0.07
H -3.4350 3.4964 5.1220 -0.16 -0.05 0.21 0.08
H -3.6059 1.7144 5.0641 -0.12 0.10 0.20 0.08
H -2.2757 2.5414 3.3913 0.21 -0.09 0.40 0.06
C 0.3856 3.8054 7.9616 -0.31 -0.07 -0.01 -0.15
O 0.8724 3.3018 6.7314 -0.13 -0.04 -0.57 -0.13
H 1.2174 3.8913 8.6646 -0.11 -0.06 -0.15 0.08
H -0.0578 4.7916 7.8029 -0.11 0.00 0.32 0.08
H -0.3619 3.1192 8.3672 -0.02 0.14 0.22 0.08
H 0.1124 3.2365 6.1284 0.34 -0.09 0.21 0.07
C 2.7079 -7.8538 0.8996 -0.10 0.26 -0.03 -0.17
O 3.4957 -6.6886 0.7395 0.03 0.36 -0.26 -0.14
H 3.3419 -8.6635 1.2684 -0.01 0.18 -0.07 0.08
H 1.9112 -7.6599 1.6220 -0.10 -0.23 -0.03 0.08
H 2.2789 -8.1400 -0.0639 -0.14 -0.25 0.08 0.07
H 2.9066 -5.9880 0.4115 0.27 -0.25 0.37 0.05
C -4.2520 -6.0878 -1.7322 0.01 -0.13 -0.12 -0.15
O -5.0982 -5.0124 -1.3693 -0.57 0.19 -0.30 -0.16
H -3.5188 -6.2467 -0.9381 -0.15 0.13 -0.11 0.09
H -4.8483 -6.9944 -1.8614 0.20 -0.14 -0.04 0.08
H -3.7318 -5.8455 -2.6622 0.16 -0.21 0.01 0.07
H -5.7376 -4.8950 -2.0924 0.30 0.00 0.48 0.09
C -7.2972 0.6407 2.1153 0.17 0.25 -0.01 -0.17
O -6.5951 1.5375 2.9560 0.11 0.34 0.00 -0.14
H -7.7453 -0.1444 2.7287 0.08 0.15 -0.01 0.08
H -8.0856 1.1794 1.5838 -0.12 -0.23 -0.14 0.08
H -6.6035 0.1904 1.4009 -0.14 -0.15 -0.16 0.05
H -6.2086 2.2224 2.3841 0.09 -0.33 0.25 0.05
C 3.3049 6.5280 8.4334 -0.04 -0.12 -0.16 -0.16
O 1.9151 6.5361 8.1642 -0.31 -0.20 -0.28 -0.14
H 3.5385 7.3447 9.1203 -0.13 -0.11 -0.11 0.08
H 3.5823 5.5767 8.8941 0.27 0.05 0.05 0.07
H 3.8584 6.6689 7.5017 0.25 0.00 0.13 0.08
H 1.7381 5.8012 7.5526 0.10 0.48 0.30 0.05
C -2.7360 -2.5468 -6.3636 -0.29 0.08 -0.12 -0.15
O -1.6910 -2.6160 -7.3162 0.24 -0.07 -0.50 -0.13
H -2.3084 -2.6205 -5.3610 0.00 0.07 -0.13 0.07
H -3.2599 -1.5931 -6.4648 -0.12 -0.07 0.26 0.09
H -3.4308 -3.3751 -6.5227 -0.14 0.05 0.21 0.08
H -2.1006 -2.5482 -8.1954 0.39 -0.05 0.46 0.09
C 0.8663 -5.2521 -4.9825 -0.02 -0.10 -0.18 -0.15
O 0.0201 -4.1767 -4.6196 -0.54 0.44 -0.13 -0.14
H 1.5995 -5.4110 -4.1884 -0.17 0.10 -0.08 0.08
H 0.2700 -6.1587 -5.1117 0.22 -0.14 -0.03 0.08
H 1.3865 -5.0099 -5.9125 0.14 -0.22 0.02 0.08
H -0.6193 -4.0594 -5.3427 0.28 -0.08 0.35 0.05
```
Positions in Å, forces in eV/Å.

orbital gap	9.1054	eV
relative energy (zero: lowest compared OMol25 entry of this formula, charge and spin)	708.0	kJ/mol

---

[2]
16 unconnected molecules or ions with the total composition C25H82N4O16 in a non-equilibrium geometry, computed with ωB97M-V/def2-TZVPD.

Geometry as XYZ:
```
127
Properties=species:S:1:pos:R:3:forces:R:3:lowdin_charge:R:1
C -3.1916 -2.9859 -0.3761 1.48 0.43 -0.87 -0.08
C -3.9826 -1.8639 0.2029 1.12 1.93 -0.33 -0.32
O -3.6876 -1.8799 1.5659 0.27 -3.24 0.15 -0.06
H -3.3166 -3.1909 -1.4311 -0.20 0.35 -0.30 0.06
H -3.5926 -3.8039 0.1009 -0.44 -2.45 1.16 0.05
H -2.0766 -2.9389 -0.1721 -1.43 0.20 -0.10 0.09
H -5.0686 -1.9039 -0.0131 0.44 -0.08 0.04 0.13
H -3.5346 -0.9349 -0.1821 -0.71 0.20 -0.30 0.08
H -3.7356 -1.0809 2.0319 -0.80 2.03 0.42 -0.02
C -2.9016 3.4001 0.0739 -0.28 -2.74 1.74 -0.04
C -4.2476 2.6211 0.1799 0.87 1.26 0.07 -0.29
O -4.9616 3.2141 1.2429 -0.83 -0.19 1.64 -0.09
H -2.2246 3.0711 0.9349 -0.74 0.43 -1.38 0.07
H -3.0666 4.4261 0.2049 -0.49 1.48 0.05 0.05
H -2.4446 3.2091 -0.8701 0.58 -0.15 -0.49 0.04
H -4.1586 1.5691 0.4009 0.48 -0.47 -0.44 0.09
H -4.8466 2.7911 -0.6961 -0.03 -0.32 -0.82 0.10
H -5.5406 2.5381 1.6399 0.18 0.64 -0.42 0.08
C 3.8264 -2.2029 -3.9961 0.20 0.14 -0.61 -0.07
C 3.5904 -1.9689 -2.5061 2.70 -1.32 -1.89 -0.35
O 2.2674 -2.2369 -2.2971 -1.02 -0.07 0.31 -0.07
H 3.3194 -1.4319 -4.5751 -0.20 -0.09 -0.18 0.05
H 3.4804 -3.2039 -4.3421 -0.02 0.68 0.53 0.09
H 4.8714 -2.1479 -4.2921 0.26 0.13 0.20 0.07
H 3.9624 -1.0289 -2.1381 -0.35 0.97 -0.12 0.10
H 4.3064 -2.6699 -2.0291 -0.75 -0.23 0.36 0.12
H 2.2744 -2.5409 -1.3881 -0.97 -0.06 1.26 0.04
C -0.8786 6.2461 1.0629 0.96 -2.30 -0.92 -0.05
C -0.2736 5.0401 1.8519 -0.65 0.65 -1.15 -0.33
O 0.5754 4.2721 1.0769 1.60 -0.55 -1.02 -0.10
H -1.5206 5.8691 0.2799 -0.42 -0.37 -0.15 0.04
H -0.2066 6.8821 0.4859 0.56 0.02 0.76 0.08
H -1.4736 6.7481 1.7329 -1.38 1.74 1.39 0.04
H -1.0106 4.3051 2.1729 -0.92 0.73 0.47 0.08
H 0.2484 5.3961 2.7299 0.36 0.08 0.20 0.10
H 0.2554 4.1871 0.1589 -0.01 0.01 0.26 0.04
C 3.5944 2.7371 3.6899 -1.44 1.40 0.09 -0.08
C 3.2564 1.8551 2.4889 -1.28 1.82 -0.20 -0.37
O 3.3844 0.5661 2.8969 0.52 -2.69 0.35 -0.07
H 4.6254 2.6121 4.0039 0.13 0.02 0.04 0.06
H 2.9054 2.5751 4.5889 0.93 -0.21 -1.32 0.08
H 3.4054 3.8061 3.3769 0.48 -0.90 0.36 0.09
H 3.8774 2.0991 1.6029 0.00 0.02 0.39 0.11
H 2.1944 2.0171 2.1789 0.63 0.31 0.09 0.10
H 2.9644 -0.0309 2.2589 0.06 0.28 0.24 0.05
C -0.6916 -3.3719 -2.8121 -0.58 -1.18 1.40 -0.08
C -0.1106 -4.4059 -3.7141 0.19 -0.38 -1.77 -0.31
O -0.6986 -5.6869 -3.5331 -1.47 1.48 1.26 -0.05
H -0.2986 -3.3509 -1.7771 -0.42 -0.29 -0.57 0.08
H -1.7796 -3.2889 -2.8441 -0.15 -1.10 0.34 0.07
H -0.5396 -2.4629 -3.2461 1.32 2.71 -1.07 0.01
H 0.9804 -4.4929 -3.6641 -0.02 0.23 0.54 0.10
H -0.2716 -4.0739 -4.7791 -0.14 -0.22 0.66 0.12
H -0.1856 -6.3389 -3.9401 1.25 -1.38 -0.96 0.04
C 1.6154 0.8181 -4.9751 0.92 -1.07 -1.80 -0.09
C 0.5504 -0.1969 -4.6301 1.63 -1.32 0.38 -0.29
O 0.4334 -0.2829 -3.1761 -1.35 1.04 -1.77 -0.14
H 1.9004 0.7291 -6.0731 -0.20 -0.14 1.19 0.10
H 2.5254 0.6691 -4.3661 -0.51 0.17 -0.27 0.08
H 1.2534 1.8031 -4.9051 -0.34 1.39 0.57 0.04
H 0.8624 -1.1759 -5.0111 0.35 -0.14 0.35 0.11
H -0.3386 -0.0959 -5.2491 -0.82 0.72 0.87 0.11
H 0.9914 -1.0039 -2.8811 0.65 -0.65 0.42 0.04
C -0.8006 -2.8159 4.2359 -0.97 0.51 0.74 -0.08
C 0.3764 -1.8489 4.2979 -0.80 0.07 1.86 -0.27
O 1.3134 -2.1999 3.3219 0.62 1.68 -0.58 -0.10
H -0.5836 -3.8329 4.5449 0.52 -0.19 0.02 0.08
H -1.2446 -2.8719 3.2599 -0.08 0.16 -0.59 0.04
H -1.6326 -2.5219 4.8909 0.30 0.23 0.04 0.09
H 0.8784 -1.9599 5.2869 -0.45 0.39 -0.36 0.13
H 0.0484 -0.7719 4.2099 0.59 -1.15 -0.24 0.12
H 1.4474 -3.1249 3.4029 0.26 -1.26 -0.19 0.06
C -0.7236 0.7191 0.0229 -0.94 0.50 0.67 -0.04
C -0.2736 -0.6029 0.5779 -0.70 0.00 0.84 -0.30
O 0.8614 -0.4139 1.3739 0.68 0.61 0.55 -0.10
H -1.8056 0.6631 -0.2731 0.94 0.20 0.28 0.07
H -0.1426 0.9181 -0.8611 0.20 0.59 -0.31 0.04
H -0.5876 1.5481 0.7979 -0.10 -1.10 -1.15 0.09
H -0.1286 -1.3719 -0.1531 0.48 -0.31 -1.06 0.10
H -1.0066 -1.0459 1.2129 -1.13 -0.17 0.55 0.08
H 0.9394 -1.1349 2.0279 0.32 -0.09 -0.39 0.04
C -0.7826 3.3341 -2.8511 5.73 -0.70 6.45 -0.60
O 0.0514 3.5541 -1.7681 -4.09 -0.75 -5.12 -0.10
N -1.3786 4.2111 -3.5481 -1.62 4.07 -1.22 0.20
N -1.0056 2.1331 -3.3311 0.54 -3.59 -0.16 0.15
H -1.3396 5.1681 -3.2881 -0.02 0.61 0.10 0.13
H -1.8316 3.9441 -4.3891 -0.32 0.17 -0.49 0.12
H -0.4226 1.3381 -3.0311 -0.25 0.36 0.02 0.08
H -1.7266 1.9221 -4.0211 0.65 0.42 0.09 0.13
C 3.5244 -2.7269 0.9869 -5.13 2.06 -4.41 -0.63
O 2.3074 -2.6889 0.3919 4.03 -1.54 2.18 -0.10
N 4.0884 -3.7889 1.4569 -0.01 -4.57 2.01 0.17
N 4.2414 -1.6549 0.8729 2.71 1.95 1.57 0.19
H 3.4204 -4.6109 1.4219 1.76 1.16 0.51 0.16
H 5.0104 -3.8029 1.9659 -1.83 -0.10 -0.98 0.15
H 3.8224 -0.8499 0.3789 0.27 0.03 0.37 0.07
H 5.0674 -1.5759 1.5199 -1.29 0.38 -1.34 0.15
C -0.0766 -4.0839 1.4469 1.40 0.49 0.17 -0.20
O 0.2994 -4.6989 0.2779 -1.98 -2.41 -1.15 -0.09
H 0.4614 -4.5059 2.3079 -0.20 -0.10 0.17 0.08
H -1.1256 -4.1559 1.6069 -0.84 -0.17 -0.03 0.08
H 0.2604 -3.0779 1.3009 -0.35 0.85 0.80 0.04
H 1.1794 -4.4879 0.0639 1.72 0.93 -0.24 0.02
C -2.7556 -0.3749 -2.6261 0.06 -0.21 -0.10 -0.17
O -3.2056 0.9181 -2.3371 -1.03 0.55 0.22 -0.13
H -2.3026 -0.3589 -3.6091 0.03 -0.55 -0.56 0.07
H -3.5636 -1.1179 -2.5621 0.22 0.46 -0.10 0.09
H -1.9676 -0.6119 -1.9331 0.36 -0.70 0.31 0.05
H -2.4416 1.4851 -2.5151 -0.37 -0.03 0.59 0.00
C 2.6274 1.4571 -0.9961 -2.93 0.39 -0.41 -0.11
O 2.7854 0.2341 -0.3171 1.63 0.43 -0.66 -0.17
H 1.9324 2.1301 -0.3511 1.38 -0.69 -1.37 0.11
H 2.1024 1.2071 -1.9661 0.31 0.69 0.86 0.07
H 3.5454 1.9231 -1.2651 0.89 0.36 0.27 0.07
H 1.9754 0.1211 0.1529 -1.07 -0.85 1.15 0.01
C -0.0226 2.3641 3.9639 1.15 2.57 1.27 -0.17
O 0.4334 1.7151 5.1469 -0.35 0.01 0.41 -0.12
H -0.9316 2.9791 4.1179 -0.05 -0.82 -0.08 0.09
H -0.0596 1.6921 3.1489 -0.25 -0.83 -0.69 0.05
H 0.7354 3.1411 3.7429 -0.23 -0.40 -0.51 0.07
H 0.7274 2.4131 5.7589 -0.21 -0.56 -0.36 0.09
C -2.6296 0.7261 3.0889 0.30 0.56 -0.59 -0.11
O -3.9626 0.3351 2.8729 -0.73 -0.58 0.63 -0.12
H -1.9996 -0.1669 2.9459 -0.13 0.52 0.10 0.08
H -2.4886 1.1641 4.0809 0.11 -0.16 -0.09 0.09
H -2.4686 1.4771 2.3009 0.93 -0.14 0.43 0.07
H -4.4896 1.1261 2.8749 -0.40 0.37 0.02 0.07
```
Positions in Å, forces in eV/Å.

orbital gap	9.5527	eV
relative energy (zero: lowest compared OMol25 entry of this formula, charge and spin)	0.0	kJ/mol